1.
Here is a molecular structure, C21H34IrN2O3S3 from OMol25. Energies are from ωB97M-V/def2-TZVPD.

Last column: natural (NBO) charge in e.
Element x y z (Å)
Ir 0.588 0.402 0.982  0.750
C 3.109 2.578 1.449  -0.528
C 3.738 1.199 1.433  -0.561
S 2.789 -0.041 0.504  0.534
C 2.937 0.483 -1.244  -0.554
C 2.065 1.662 -1.644  -0.555
S 0.361 1.395 -1.051  0.602
C -0.205 3.047 -0.546  -0.556
C 0.685 3.722 0.482  -0.530
S 1.284 2.495 1.715  0.411
H 3.305 3.134 0.536  0.241
H 3.502 3.164 2.280  0.276
H 3.794 0.779 2.438  0.249
H 4.755 1.232 1.043  0.286
H 2.662 -0.415 -1.801  0.274
H 3.991 0.675 -1.442  0.281
H 2.010 1.745 -2.730  0.290
H 2.443 2.601 -1.251  0.232
H -1.190 2.830 -0.128  0.272
H -0.348 3.654 -1.441  0.288
H 0.136 4.493 1.020  0.284
H 1.557 4.197 0.035  0.250
C -0.386 -6.249 -0.855  -0.266
O -1.620 -5.519 -0.951  -0.426
C -1.673 -4.258 -0.596  0.450
C -2.948 -3.645 -0.747  -0.259
C -3.100 -2.343 -0.427  -0.104
C -2.023 -1.543 0.087  -0.364
C -2.299 -0.215 0.462  0.579
C -3.662 0.385 0.257  -0.709
O -1.474 0.601 1.032  -0.727
C -0.743 -2.182 0.221  0.518
O 0.339 -1.575 0.679  -0.770
C -0.590 -3.524 -0.114  -0.436
H -0.628 -7.265 -1.146  0.239
H -0.016 -6.237 0.170  0.189
H 0.350 -5.831 -1.541  0.197
H -3.764 -4.245 -1.124  0.263
H -4.074 -1.895 -0.551  0.237
H -3.989 0.266 -0.775  0.265
H -3.634 1.441 0.510  0.243
H -4.406 -0.099 0.891  0.264
H 0.395 -3.959 -0.027  0.246
C 1.234 -0.848 5.469  -0.250
C 1.484 -0.355 4.027  -0.251
N 0.215 -0.221 3.276  -0.444
C -0.631 0.807 3.931  -0.267
C -0.838 0.481 5.426  -0.247
N -0.248 -0.872 5.693  -0.328
C -0.880 -1.885 4.786  -0.248
C -0.498 -1.523 3.335  -0.265
H 1.673 -0.189 6.216  0.254
H 1.603 -1.858 5.636  0.251
H 2.124 -1.058 3.495  0.242
H 1.972 0.620 4.045  0.222
H -1.578 0.845 3.398  0.257
H -0.145 1.774 3.842  0.240
H -1.890 0.440 5.698  0.255
H -0.336 1.189 6.083  0.247
H -0.433 -1.128 6.664  0.465
H -1.954 -1.851 4.960  0.248
H -0.510 -2.865 5.077  0.253
H -1.392 -1.454 2.721  0.248
H 0.148 -2.282 2.903  0.255

Its net charge is +3. The frontier orbital gap comes out at 7.34 eV. As for the energy above the lowest of the compared OMol25 structures with the same formula, charge and spin: 0.0000 eV. As for the lowest unoccupied orbital energy: -8.79 eV. The calculated total energy is -2453.84980 Ha.

=====

2.
Here is a single C4H7FO molecule at a distorted geometry from OMol25. Energies are from ωB97M-V/def2-TZVPD.

Last column: natural (NBO) charge in e.
Element x y z (Å)
F -2.806 -0.093 0.162  -0.394
C -1.411 -0.502 0.221  0.059
C -0.581 0.778 0.039  -0.467
C 0.888 0.596 -0.181  0.044
C 1.624 -0.619 -0.338  -0.123
O 1.602 0.016 0.972  -0.507
H -1.299 -1.113 -0.676  0.164
H -1.254 -1.027 1.161  0.183
H -1.139 1.291 -0.721  0.231
H -0.734 1.386 0.937  0.229
H 1.279 1.526 -0.595  0.193
H 1.129 -1.597 -0.341  0.185
H 2.702 -0.643 -0.640  0.203

The structure (SMILES) is FCC[C@@H]1CO1. Its net charge is 0. The frontier orbital gap comes out at 11.50 eV. As for the energy above the lowest of the compared OMol25 structures with the same formula, charge and spin: 1.6594 eV. As for the lowest unoccupied orbital energy: 1.02 eV. The calculated total energy is -331.64836 Ha.